A 12-piece molecular cluster, C30H90N6O12 overall, computed with ωB97M-V/def2-TZVPD.

The calculation puts the highest occupied orbital energy at -0.339 Eh.

Last column: Mulliken charge in e.
Cartesian coordinates (Å):
C 8.6013 -1.5666 -0.4966  -1.35
C 10.1392 -1.7835 -0.3956  0.36
C 10.9440 -0.4869 -0.1714  -0.53
O 10.8954 0.3234 -1.3320  -0.30
C 11.6409 1.5289 -1.2076  -0.75
N 10.3312 -2.6737 0.7295  -0.74
H 8.3803 -1.1025 -1.4578  0.31
H 8.3925 -0.9560 0.3819  0.30
H 8.0232 -2.4776 -0.3414  0.40
H 10.4318 -2.3881 -1.2541  0.35
H 11.9826 -0.7379 0.0440  0.33
H 10.4432 -0.0210 0.6773  0.28
H 11.7640 1.8932 -2.2275  0.25
H 12.6410 1.4470 -0.7820  0.31
H 11.0901 2.2800 -0.6414  0.30
H 11.2820 -3.0075 0.7984  0.24
H 9.9261 -3.5641 0.4780  0.26
C 0.0063 6.4190 -5.3172  -1.40
C 0.9436 6.6589 -4.1368  0.41
C 2.4683 6.4670 -4.4762  -0.63
O 2.7902 5.0666 -4.3955  -0.31
C 4.1512 4.7931 -4.2830  -0.63
N 0.6993 8.0402 -3.6686  -0.73
H 0.1503 5.3865 -5.6356  0.34
H 0.1861 7.1108 -6.1401  0.35
H -1.0510 6.5720 -5.1012  0.37
H 0.6629 5.9857 -3.3268  0.26
H 3.0903 6.9813 -3.7436  0.39
H 2.7244 6.8099 -5.4786  0.28
H 4.6165 4.9466 -5.2567  0.26
H 4.3205 3.7694 -3.9491  0.23
H 4.4908 5.5331 -3.5584  0.30
H 0.8035 8.6133 -4.4936  0.28
H 1.4930 8.3232 -3.1118  0.26
C -3.4026 -6.0830 -8.2031  -1.38
C -4.4782 -6.4276 -7.2211  0.43
C -5.7381 -5.5365 -7.1813  -0.58
O -5.4572 -4.1291 -7.2354  -0.32
C -6.6397 -3.3749 -6.8976  -0.77
N -4.7413 -7.8609 -7.4156  -0.70
H -3.0408 -5.1072 -7.8791  0.32
H -3.8403 -5.9461 -9.1919  0.33
H -2.6136 -6.8338 -8.2475  0.39
H -4.0274 -6.3046 -6.2363  0.27
H -6.3313 -5.7139 -6.2842  0.34
H -6.3686 -5.7850 -8.0350  0.26
H -6.9318 -3.5563 -5.8633  0.33
H -7.5348 -3.4250 -7.5176  0.30
H -6.3496 -2.3262 -6.9629  0.27
H -5.1260 -7.9180 -8.3477  0.26
H -5.4032 -8.3069 -6.7967  0.24
C 4.4520 -6.6327 -6.3103  -1.32
C 4.7063 -6.5745 -4.7640  0.41
C 3.5413 -5.8754 -4.0667  -0.74
O 3.6628 -4.5005 -4.3943  -0.31
C 2.5378 -3.7469 -4.0045  -0.73
N 4.8269 -7.9842 -4.2847  -0.73
H 4.2521 -5.6275 -6.6813  0.35
H 3.5988 -7.2446 -6.6034  0.31
H 5.3563 -6.9755 -6.8132  0.36
H 5.6147 -6.0100 -4.5539  0.25
H 3.7583 -5.8582 -2.9987  0.41
H 2.5574 -6.2969 -4.2726  0.37
H 1.6388 -3.9427 -4.5890  0.29
H 2.7889 -2.6876 -4.0583  0.25
H 2.2876 -3.9707 -2.9675  0.31
H 3.9368 -8.4417 -4.4209  0.26
H 5.4239 -8.5683 -4.8527  0.27
C -6.6323 2.9453 7.8573  -1.26
C -7.4864 3.6314 6.7655  0.47
C -8.3989 4.7357 7.3462  -0.77
O -9.3961 4.1786 8.1919  -0.31
C -10.5747 4.9238 8.4264  -0.75
N -6.6494 4.2702 5.7080  -0.71
H -6.0107 2.1434 7.4588  0.36
H -7.3620 2.4463 8.4950  0.31
H -6.0144 3.6638 8.3958  0.31
H -8.1763 2.9341 6.2902  0.25
H -8.8283 5.3880 6.5858  0.41
H -7.8810 5.4257 8.0124  0.31
H -10.3591 5.8883 8.8861  0.30
H -11.3214 4.4683 9.0768  0.25
H -11.0122 5.1983 7.4665  0.31
H -6.0262 4.9670 6.0903  0.25
H -7.1580 4.9012 5.1052  0.25
C -4.3485 2.0311 -0.6625  -1.30
C -3.6040 0.8756 0.0827  0.29
C -2.1397 1.2709 0.3605  -0.75
O -1.4302 0.4224 1.3270  -0.29
C -0.0434 0.6783 1.5522  -0.76
N -4.3212 0.5375 1.2518  -0.71
H -3.7483 2.5602 -1.4027  0.34
H -4.5942 2.8102 0.0590  0.35
H -5.2654 1.5899 -1.0533  0.32
H -3.6585 -0.0021 -0.5613  0.31
H -2.0595 2.2906 0.7370  0.35
H -1.5890 1.2662 -0.5802  0.38
H 0.3973 -0.0847 2.1939  0.28
H 0.2372 1.5289 2.1734  0.29
H 0.5241 0.8549 0.6386  0.29
H -3.6958 -0.0705 1.7611  0.33
H -4.2764 1.3638 1.8309  0.29
C 6.6317 -3.6765 6.2026  -0.53
O 7.4860 -2.6810 5.6995  -0.49
H 5.6911 -3.7809 5.6618  0.25
H 7.1338 -4.6335 6.3447  0.25
H 6.2851 -3.3997 7.1983  0.22
H 7.9252 -3.0275 4.9193  0.30
C -10.0118 -2.7672 2.9575  -0.56
O -9.7078 -2.5468 1.5697  -0.49
H -10.4503 -1.9269 3.4957  0.25
H -10.8558 -3.4301 3.1483  0.25
H -9.1109 -3.1399 3.4449  0.24
H -8.9550 -1.9601 1.6733  0.31
C -0.4134 7.5349 3.4943  -0.49
O 0.7049 8.1746 4.1312  -0.50
H -1.3366 7.8552 3.9771  0.24
H -0.4565 7.7124 2.4197  0.22
H -0.3791 6.4463 3.5381  0.23
H 0.4740 8.3570 5.0449  0.30
C -4.0454 -5.3404 1.5776  -0.43
O -4.2125 -6.2168 2.6173  -0.50
H -5.0369 -5.1231 1.1805  0.24
H -3.6569 -4.4505 2.0729  0.16
H -3.4294 -5.6802 0.7450  0.22
H -5.0143 -6.7260 2.4781  0.31
C 5.3428 5.6061 1.7353  -0.47
O 5.3571 6.2452 3.0067  -0.50
H 5.9342 4.6949 1.8251  0.21
H 4.3517 5.3310 1.3747  0.24
H 5.8185 6.2597 1.0042  0.21
H 4.4572 6.5226 3.1932  0.31
C 1.5960 -0.3338 9.0408  -0.51
O 1.2787 0.4021 10.1638  -0.48
H 0.6722 -0.4284 8.4699  0.21
H 2.2958 0.1879 8.3880  0.25
H 2.0245 -1.3159 9.2404  0.24
H 2.1442 0.6117 10.5223  0.30



A 2-piece molecular cluster, C4H9N2P overall, computed with ωB97M-V/def2-TZVPD.

The calculation puts the highest occupied orbital energy (alpha / beta) at -0.295 / -0.312 Eh.

Last column: natural (NBO) charge in e.
Cartesian coordinates (Å):
C -3.2277 -0.3115 -0.4523  -0.34
C -2.2622 0.1513 0.4265  -0.24
C -0.8640 -0.1571 0.0950  -0.18
C 0.2703 0.3652 0.7334  0.03
N 2.3052 1.7164 -0.5420  -0.66
N 1.4464 -0.1203 0.4777  -0.69
P 1.9613 -1.6582 0.1182  0.59
H -4.3106 -0.3345 -0.2926  0.20
H -2.9111 -1.0398 -1.2013  0.18
H -2.6832 0.7803 1.3280  0.23
H -0.5712 -0.8899 -0.6784  0.21
H 0.3317 1.1556 1.4331  0.18
H 2.1674 2.4504 0.1358  0.31
H 3.1976 1.2653 -0.4175  0.31
H 1.8607 -1.8917 -1.2503  -0.06
H 3.2893 -1.4816 0.0867  -0.06



A 3-piece molecular cluster, C5H15NO2 overall, computed with ωB97M-V/def2-TZVPD.

The calculation puts the highest occupied orbital energy at -0.323 Eh.

Last column: natural (NBO) charge in e.
Cartesian coordinates (Å):
C 0.7120 0.9065 1.3810  -0.41
N 0.7021 -0.4168 0.7006  -0.65
C -0.1321 -0.4901 -0.5388  -0.21
C -0.9708 -1.7474 -0.6046  -0.46
C -1.8994 -2.0723 0.5357  -0.18
C -3.1553 -1.6948 0.6521  -0.40
H 0.1749 1.5830 0.7242  0.18
H 1.7580 1.2275 1.4158  0.19
H 0.3368 0.9220 2.4005  0.19
H 0.3767 -1.1464 1.3189  0.36
H 0.5244 -0.5887 -1.4146  0.19
H -0.6114 0.4744 -0.6678  0.18
H -0.3290 -2.6117 -0.7539  0.22
H -1.6270 -1.6755 -1.4816  0.22
H -1.5203 -2.7537 1.2949  0.19
H -3.8424 -1.2364 -0.0551  0.19
H -3.8177 -2.0719 1.4318  0.19
H 2.8125 1.7052 -1.7367  0.49
H 2.4889 0.2707 -1.1469  0.48
O 3.0167 0.7629 -1.7703  -0.97
H 0.9557 3.6812 -0.8335  0.47
H 2.1978 3.6778 -0.0304  0.47
O 1.8490 3.2945 -0.8213  -0.94



C32H30BHfIN6O3S as an isolated structure, computed with ωB97M-V/def2-TZVPD.

As for the net charge: +2. The calculation puts the highest occupied orbital energy at -0.508 Eh.

Last column: Mulliken charge in e.
Cartesian coordinates (Å):
Hf -0.3833 -0.1364 -0.1660  -0.28
C -2.4160 3.6490 -1.3094  -1.05
C -2.4486 3.2261 0.1203  0.40
N -3.3560 3.7692 0.8948  -0.55
C -3.4569 3.4278 2.1687  -1.01
C -2.6268 2.5070 2.7809  0.59
C -2.8912 2.0655 4.1949  -1.11
O -2.5135 0.7104 4.3735  -0.43
C -1.6035 1.9215 1.9939  -0.22
C -0.6104 1.0869 2.5920  0.64
N 0.1052 0.2304 1.9299  0.41
C 1.1445 -0.4501 2.5910  -0.69
C 0.9544 -1.0974 3.8118  -0.12
C 2.0217 -1.6958 4.4559  -1.00
C 3.2940 -1.6344 3.9107  -0.68
C 3.5042 -1.0181 2.6855  -0.34
C 2.4211 -0.4647 2.0289  0.39
I 2.6438 0.4742 0.1128  0.26
C -1.5314 2.2583 0.6101  0.64
O -0.6304 1.7352 -0.2018  -0.80
H -3.3534 4.1373 -1.5598  0.41
H -1.6028 4.3605 -1.4555  0.32
H -2.2441 2.7999 -1.9686  0.12
H -4.2504 3.9176 2.7128  0.43
H -2.3392 2.7169 4.8883  0.38
H -3.9595 2.1913 4.3972  0.50
H -2.8592 0.4090 5.2214  0.33
H -0.3976 1.2472 3.6476  1.00
H -0.0332 -1.1178 4.2446  0.58
H 1.8635 -2.1791 5.4056  0.48
H 4.1353 -2.0430 4.4453  0.46
H 4.4955 -0.9406 2.2671  0.53
B -2.2632 -0.7467 -2.0450  0.60
N -1.1708 0.1633 -2.6735  0.25
C -1.1569 0.8425 -3.8242  -0.34
C 0.1495 1.2035 -4.1124  -1.21
C 0.8996 0.6849 -3.0679  -0.17
N 0.0980 0.0409 -2.2074  0.63
N -2.8825 -0.1382 -0.7382  -0.05
C -4.1094 0.3442 -0.5054  -0.32
C -4.3789 0.2501 0.8493  -1.27
C -3.2429 -0.3263 1.3992  -0.24
N -2.3432 -0.5621 0.4375  0.53
H -1.6681 -1.7321 -1.6723  -0.21
H -3.1201 -0.9554 -2.8245  -0.06
H -2.0532 1.0209 -4.3853  0.50
H 0.5152 1.7492 -4.9582  0.51
H 1.9672 0.7146 -2.9291  0.36
H -4.7303 0.7095 -1.2998  0.57
H -5.2712 0.5394 1.3636  0.52
H -3.0447 -0.5819 2.4255  0.76
O 0.2667 -1.9945 0.0794  -0.56
S 1.2159 -3.0588 0.6838  0.26
C 0.4285 -4.6194 0.2800  0.64
C 0.5990 -5.6395 1.2032  -0.31
C 0.0309 -6.8763 0.9506  -0.76
C -0.7052 -7.0760 -0.2081  -0.52
C -0.8716 -6.0432 -1.1189  -0.90
C -0.3012 -4.8038 -0.8812  -0.23
C 2.5633 -3.1190 -0.5085  0.67
C 3.7978 -3.5680 -0.0668  -0.34
C 4.8531 -3.6142 -0.9632  -0.84
C 4.6620 -3.2175 -2.2785  -0.61
C 3.4228 -2.7662 -2.7067  -0.92
C 2.3651 -2.7098 -1.8158  0.20
H 1.1740 -5.4634 2.0996  0.47
H 0.1686 -7.6835 1.6511  0.43
H -1.1438 -8.0422 -0.4049  0.44
H -1.4298 -6.2058 -2.0270  0.46
H -0.4275 -3.9954 -1.5850  0.27
H 3.9255 -3.8782 0.9589  0.47
H 5.8228 -3.9564 -0.6377  0.45
H 5.4820 -3.2572 -2.9772  0.44
H 3.2752 -2.4658 -3.7326  0.52
H 1.3960 -2.3500 -2.1345  0.32



A 2-piece molecular cluster, C6H14N2O2 overall, computed with ωB97M-V/def2-TZVPD.

The calculation puts the highest occupied orbital energy at -0.346 Eh.

Last column: natural (NBO) charge in e.
Cartesian coordinates (Å):
C 0.9107 0.6615 2.2185  -0.71
C -1.3187 -2.2964 1.1349  -0.43
C 0.6216 -0.7584 1.8479  0.67
O 1.4793 -1.5389 1.4919  -0.61
N -0.7316 -1.1143 1.6986  -0.65
H 1.9160 0.7456 2.5665  0.25
H -1.4475 -0.5639 2.1694  0.38
H -1.8351 -2.9608 1.7900  0.20
H 0.5362 1.3044 1.3403  0.24
H 0.1881 0.9863 2.9767  0.22
H -1.9723 -1.9894 0.2952  0.20
H -0.6348 -2.8471 0.4495  0.23
C 1.4412 -0.4125 -2.4057  -0.42
C -0.9057 2.1796 -0.8895  -0.72
C -0.2858 1.3090 -1.9181  0.66
O -0.3902 1.4651 -3.1261  -0.62
N 0.5643 0.3404 -1.4529  -0.62
H 0.5476 -0.0150 -0.5131  0.39
H 0.9556 -1.3614 -2.7018  0.20
H -0.2260 2.8547 -0.3989  0.24
H 1.4849 0.2122 -3.2904  0.23
H 2.3744 -0.4721 -1.8525  0.21
H -1.8038 2.6606 -1.2920  0.24
H -1.4685 1.6108 -0.1384  0.22



C21H68N14O13 as an isolated structure, computed with ωB97M-V/def2-TZVPD.

The calculation puts the highest occupied orbital energy at -0.322 Eh.

Last column: Mulliken charge in e.
Cartesian coordinates (Å):
C -9.2300 -8.3110 -29.4660  -1.08
O -10.2350 -8.2790 -28.5110  -0.52
H -8.6670 -9.2480 -29.3780  0.43
H -8.4760 -7.5310 -29.2530  0.26
H -9.5480 -8.2360 -30.5040  0.20
H -9.8110 -8.5960 -27.6800  0.31
C -12.5880 -0.0650 -31.2910  -1.09
O -12.1580 -1.0000 -30.3350  -0.30
H -12.2570 0.8490 -30.8830  0.43
H -13.6430 -0.1140 -31.5110  0.28
H -11.9750 -0.0530 -32.1590  0.36
H -12.6500 -0.9560 -29.5060  0.16
C -9.9940 -6.5010 -32.6350  0.10
O -9.1080 -7.5740 -32.9680  -0.71
N -9.7160 -5.4900 -31.9210  0.27
N -11.2430 -6.5070 -32.9570  0.19
H -8.6620 -5.4740 -31.8380  -0.33
H -10.2330 -4.5930 -32.1820  0.31
H -11.4900 -7.3960 -33.2930  0.32
H -11.8870 -6.2200 -32.2230  -0.42
C -6.4210 -6.0390 -32.0620  0.46
O -6.2500 -7.2330 -31.4470  -0.72
N -5.8020 -5.6990 -33.1820  -0.44
N -7.0000 -5.0450 -31.5490  -0.53
H -5.2820 -6.3610 -33.8470  0.30
H -6.0070 -4.8070 -33.7390  0.20
H -7.2790 -5.1430 -30.5590  -0.17
H -7.1180 -4.0810 -31.9230  0.18
C -13.9030 -2.6130 -26.9390  0.13
O -13.0290 -2.2810 -27.9750  -0.68
N -13.7690 -3.7590 -26.3010  -0.21
N -14.8460 -1.8440 -26.6250  -0.31
H -12.9830 -4.4090 -26.6740  -0.44
H -14.1380 -4.0480 -25.3760  0.28
H -15.0070 -0.9980 -27.1500  0.25
H -15.5790 -2.1810 -26.1170  0.23
C -11.1040 -4.8240 -28.7220  -0.18
O -11.6450 -5.1020 -27.3600  0.37
N -11.2480 -3.7430 -29.3690  0.86
N -10.5300 -5.6930 -29.4830  1.13
H -11.7670 -2.9760 -28.8340  0.18
H -10.6000 -3.3910 -30.1230  -1.41
H -10.1870 -5.5710 -30.5270  0.14
H -10.3860 -6.6010 -28.9970  -0.46
C -8.8170 -1.9340 -31.2500  0.23
O -7.6820 -2.1660 -31.9790  -0.93
N -9.8370 -1.2830 -31.6330  -0.06
N -8.9730 -2.3610 -30.0620  0.15
H -9.5650 -0.6890 -32.3980  0.29
H -10.5900 -1.0160 -31.0330  0.06
H -8.3410 -3.1840 -29.8280  -0.27
H -9.6130 -2.0080 -29.2490  0.28
C -13.6800 -5.4130 -31.3210  0.55
O -14.7200 -5.8280 -32.0990  -0.83
N -13.4770 -4.2630 -30.9250  -0.13
N -12.8100 -6.2130 -30.8010  -0.01
H -14.1620 -3.5460 -31.0820  0.15
H -12.9010 -4.1030 -30.0750  0.08
H -13.0270 -7.2150 -30.8030  0.24
H -11.9560 -5.8740 -30.3410  1.19
C -11.3760 -3.3720 -33.8600  0.40
O -11.2400 -2.2490 -34.6250  -0.75
N -11.1720 -3.4310 -32.5620  0.59
N -11.7750 -4.5340 -34.3030  -0.21
H -10.9050 -2.4500 -32.2520  -0.49
H -12.0010 -3.8510 -32.0150  -0.11
H -12.0920 -4.5720 -35.2300  0.19
H -11.4000 -5.4470 -33.7640  0.38
C -9.3780 -4.6950 -23.3660  -1.70
C -8.6120 -4.8950 -24.6430  1.35
C -7.2730 -5.5630 -24.3990  -1.57
O -9.1790 -5.5590 -25.4330  0.06
H -9.6270 -5.7160 -23.0930  0.39
H -10.2990 -4.1020 -23.5590  0.23
H -8.8870 -4.3100 -22.5130  0.50
H -8.3150 -3.9840 -25.1020  0.13
H -7.4840 -6.5890 -23.9970  0.39
H -6.7730 -4.9860 -23.5660  0.39
H -6.7690 -5.6630 -25.3440  0.08
H -9.8410 -5.0390 -25.9050  -0.55
C -10.0660 0.0140 -25.9720  -1.85
C -9.8250 -1.2000 -26.8250  0.48
C -10.2800 -2.4530 -26.1720  0.81
O -10.3000 -1.1560 -27.9840  0.01
H -11.1520 0.2920 -25.8620  0.30
H -9.4930 0.9110 -26.3430  0.46
H -9.7480 -0.1640 -24.9980  0.50
H -8.6840 -1.1360 -26.8710  -0.15
H -9.8190 -3.3030 -26.7220  -1.15
H -11.3230 -2.7270 -26.1300  -0.05
H -9.8850 -2.4330 -25.1570  0.55
H -10.3310 -0.2520 -28.2320  0.23
C -13.1960 -7.6270 -27.0560  -0.51
C -12.5040 -8.1240 -25.7240  -0.12
C -11.3660 -7.1840 -25.3910  -0.13
O -13.2970 -7.9130 -24.7550  -0.50
H -13.5380 -6.5980 -26.7920  0.09
H -14.1070 -8.3110 -27.2570  0.40
H -12.4120 -7.5610 -27.8280  -0.20
H -12.1240 -9.1250 -25.7730  0.56
H -11.6890 -6.1410 -25.2930  -0.12
H -10.5680 -7.2770 -26.1070  -0.23
H -10.8420 -7.4350 -24.5040  0.37
H -13.6890 -8.7010 -24.3150  0.40
C -6.2230 -5.9500 -28.3970  -2.10
C -7.3960 -5.0350 -28.1840  0.46
C -6.9470 -3.7420 -27.5350  -2.16
O -8.0290 -4.6530 -29.1860  2.15
H -6.5810 -6.8100 -28.9000  0.32
H -5.8050 -6.1690 -27.3940  0.43
H -5.5510 -5.4750 -29.1060  0.40
H -8.2230 -5.5210 -27.6930  1.04
H -6.4040 -3.8600 -26.6340  0.56
H -7.8110 -3.0790 -27.4070  0.07
H -6.2860 -3.1550 -28.1950  0.39
H -8.9090 -5.0060 -29.1950  -0.71



A 5-piece molecular cluster, CH12O5 overall, computed with ωB97M-V/def2-TZVPD.

The calculation puts the highest occupied orbital energy at -0.386 Eh.

Last column: natural (NBO) charge in e.
Cartesian coordinates (Å):
C -1.9405 -1.2840 -0.6910  -0.26
O -1.8413 0.1116 -1.0005  -0.76
H -2.4651 -1.3444 0.2629  0.17
H -2.5097 -1.9404 -1.3562  0.17
H -0.9166 -1.6157 -0.5300  0.18
H -1.3007 0.2482 -1.7948  0.51
H -1.6558 0.7677 1.9588  0.46
H -1.1934 0.6907 0.5688  0.50
O -0.8288 0.8417 1.4666  -0.98
H 2.2652 0.1717 0.5285  0.49
H 2.3913 1.5655 -0.0822  0.48
O 1.9267 0.7292 -0.1819  -0.96
H 0.9446 0.3472 -3.5397  0.47
H 1.1605 0.2948 -2.0462  0.50
O 0.4566 0.3510 -2.7106  -0.98
H 1.1815 -0.0507 2.5858  0.49
H 1.4178 -1.1828 3.5885  0.47
O 1.8664 -0.6389 2.9365  -0.97



One molecule with the formula H2O3Si, computed with ωB97M-V/def2-TZVPD.

The calculation puts the highest occupied orbital energy at -0.371 Eh.

Last column: natural (NBO) charge in e.
Cartesian coordinates (Å):
O -0.8018 1.4277 -0.5814  -1.19
O -0.9741 -1.1033 0.4251  -1.13
O 1.4964 0.2018 0.0874  -1.10
Si -0.0815 0.0977 -0.2154  2.33
H -1.8094 -0.9408 0.9520  0.55
H 2.1705 0.3170 -0.6677  0.54